The following is a quantum chemistry calculation of a structure of composition C76H152BHgN8O16, from OMol25.

Structure (ORCA input):
```
! RIJCOSX wB97M-V def2-TZVPD def2/J DEFGRID3
* xyz 1 1
Hg -4.957 -0.065 -2.936
O 2.765 -1.527 -1.117
C 1.755 -1.255 -0.531
O 0.572 -1.751 -0.605
B -0.435 -1.059 0.307
O 0.426 -0.139 1.045
C 1.637 -0.122 0.538
O 2.509 0.649 0.799
O -1.054 -2.148 1.108
C -2.224 -2.450 0.586
O -2.986 -3.313 0.877
C -2.508 -1.365 -0.497
O -1.535 -0.474 -0.409
O -3.466 -1.272 -1.210
C 5.522 -1.344 0.953
C 5.298 -2.545 1.881
C 4.784 -1.981 3.212
C 4.094 -2.969 4.121
C 2.922 -3.597 3.370
C 3.357 -4.341 2.096
N 4.267 -3.421 1.341
O 4.490 -3.787 0.003
C 4.020 -5.671 2.418
C 2.113 -4.491 1.223
C 6.643 -3.314 2.087
H 4.532 -0.969 0.693
H 6.047 -1.673 0.056
H 6.125 -0.578 1.439
H 5.619 -1.575 3.793
H 4.163 -1.113 2.967
H 3.731 -2.400 4.977
H 4.871 -3.697 4.359
H 2.178 -2.881 3.015
H 2.488 -4.275 4.110
H 4.903 -5.445 3.016
H 3.386 -6.302 3.047
H 4.249 -6.243 1.520
H 2.327 -5.007 0.286
H 1.226 -4.883 1.727
H 1.746 -3.523 0.864
H 6.582 -4.276 1.570
H 6.922 -3.526 3.119
H 7.475 -2.849 1.552
H 3.895 -3.201 -0.480
C 5.558 -1.612 -5.431
C 5.559 -0.527 -4.314
C 6.726 0.445 -4.700
C 6.574 1.813 -4.077
C 5.194 2.366 -4.419
C 4.030 1.542 -3.876
N 4.238 0.169 -4.352
O 3.190 -0.742 -4.129
C 3.938 1.580 -2.309
C 2.678 2.035 -4.413
C 5.850 -1.168 -2.955
H 5.303 -2.589 -5.015
H 6.563 -1.722 -5.846
H 4.937 -1.423 -6.306
H 7.674 0.105 -4.281
H 6.663 0.576 -5.781
H 7.399 2.471 -4.350
H 6.531 1.789 -2.981
H 5.211 2.454 -5.510
H 5.127 3.383 -4.019
H 3.375 0.739 -1.901
H 4.932 1.532 -1.867
H 3.368 2.465 -2.027
H 1.945 1.235 -4.491
H 2.237 2.815 -3.787
H 2.874 2.545 -5.359
H 5.867 -0.398 -2.186
H 6.792 -1.710 -3.011
H 5.035 -1.864 -2.748
H 3.375 -1.145 -3.266
C 4.386 4.756 0.573
C 4.343 4.676 2.108
C 3.683 5.983 2.528
C 3.095 5.951 3.958
C 2.341 4.615 4.165
C 3.020 3.315 3.764
N 3.556 3.453 2.398
O 4.264 2.320 1.994
C 4.181 3.030 4.758
C 1.980 2.226 3.829
C 5.788 4.545 2.630
H 5.077 5.491 0.158
H 3.371 5.014 0.261
H 4.644 3.809 0.096
H 4.410 6.788 2.664
H 2.947 6.325 1.802
H 2.362 6.738 4.138
H 3.839 5.997 4.755
H 1.440 4.655 3.536
H 1.949 4.537 5.182
H 3.807 2.538 5.660
H 4.934 2.361 4.343
H 4.677 3.950 5.057
H 1.255 2.221 3.008
H 2.454 1.242 3.840
H 1.301 2.305 4.683
H 6.119 3.509 2.643
H 6.024 5.013 3.583
H 6.431 4.997 1.869
H 3.652 1.836 1.424
C -4.507 3.899 -0.534
C -5.316 2.636 -0.925
C -6.801 2.980 -0.668
C -7.320 4.037 -1.604
C -7.202 3.570 -3.027
C -5.747 3.162 -3.403
N -5.105 2.330 -2.373
O -3.767 2.057 -2.671
C -5.902 2.389 -4.708
C -5.004 4.466 -3.716
C -4.920 1.489 -0.011
H -5.026 4.855 -0.524
H -3.588 4.077 -1.100
H -4.163 3.732 0.487
H -7.426 2.091 -0.800
H -6.862 3.336 0.360
H -6.946 5.043 -1.406
H -8.397 4.173 -1.456
H -7.533 4.354 -3.706
H -7.930 2.756 -3.092
H -6.825 1.834 -4.882
H -5.883 3.040 -5.588
H -4.988 1.827 -4.950
H -4.872 5.079 -2.824
H -4.013 4.264 -4.129
H -5.519 5.102 -4.431
H -5.284 1.595 1.010
H -3.839 1.501 0.159
H -5.216 0.526 -0.441
H -3.276 2.859 -2.384
C -1.481 -0.026 -3.981
C -1.817 -1.495 -4.211
C -0.984 -2.247 -3.153
C -1.344 -3.707 -2.965
C -2.884 -3.823 -2.832
C -3.791 -3.036 -3.833
N -3.254 -1.686 -4.046
O -4.045 -0.998 -5.010
C -3.837 -3.903 -5.097
C -5.191 -3.028 -3.221
C -1.329 -1.927 -5.636
H -1.807 0.358 -3.005
H -1.812 0.761 -4.665
H -0.406 0.149 -3.877
H 0.044 -2.271 -3.531
H -0.842 -1.692 -2.224
H -0.868 -4.193 -2.117
H -1.054 -4.195 -3.899
H -3.113 -3.747 -1.765
H -3.008 -4.896 -3.011
H -4.372 -4.833 -4.895
H -4.387 -3.407 -5.904
H -2.916 -4.317 -5.505
H -5.307 -2.201 -2.501
H -5.968 -2.933 -3.986
H -5.446 -3.959 -2.716
H -0.328 -1.519 -5.770
H -1.965 -1.641 -6.475
H -1.189 -3.001 -5.755
H -3.978 -1.537 -5.822
C -1.883 6.423 -2.458
C -0.575 5.842 -1.872
C -0.291 6.744 -0.679
C 0.617 6.128 0.369
C 0.135 4.716 0.719
C -0.083 3.753 -0.465
N -0.836 4.464 -1.491
O -1.332 3.705 -2.573
C 1.239 3.179 -0.934
C -0.951 2.611 0.124
C 0.610 5.997 -2.845
H -2.693 6.430 -1.729
H -2.228 5.794 -3.285
H -1.797 7.379 -2.977
H 0.162 7.659 -1.066
H -1.198 7.041 -0.143
H 0.634 6.852 1.183
H 1.625 6.038 -0.046
H -0.714 4.660 1.402
H 1.024 4.352 1.247
H 1.193 2.588 -1.851
H 2.012 3.951 -1.039
H 1.755 2.618 -0.149
H -1.929 3.038 0.346
H -0.941 1.855 -0.660
H -0.540 2.254 1.067
H 0.622 5.183 -3.578
H 1.580 5.897 -2.353
H 0.679 6.932 -3.399
H -0.562 3.417 -3.093
C -2.847 2.949 7.076
C -1.485 2.786 6.445
C -0.531 2.242 7.497
C -0.521 0.703 7.675
C -0.450 0.031 6.319
C -1.505 0.456 5.290
N -1.575 1.911 5.259
O -2.503 2.400 4.314
C -1.030 -0.002 3.898
C -2.805 -0.231 5.744
C -0.933 4.154 6.012
H -2.843 3.766 7.805
H -3.191 2.109 7.686
H -3.675 3.134 6.390
H 0.453 2.712 7.436
H -0.889 2.586 8.473
H -1.452 0.455 8.189
H 0.282 0.383 8.337
H -0.520 -1.040 6.516
H 0.498 0.234 5.808
H -0.092 0.530 3.712
H -0.631 -1.020 3.858
H -1.738 0.131 3.082
H -3.637 -0.093 5.040
H -2.687 -1.315 5.659
H -3.262 0.027 6.697
H -0.505 4.743 6.823
H -1.801 4.729 5.676
H -0.217 4.061 5.196
H -1.933 2.594 3.560
C -4.132 -6.250 0.766
C -4.072 -7.603 0.066
C -3.837 -7.446 -1.445
C -2.348 -7.348 -1.868
C -1.597 -8.548 -1.253
C -1.649 -8.543 0.286
N -3.060 -8.499 0.677
O -3.219 -8.693 2.083
C -0.994 -9.817 0.796
C -0.887 -7.283 0.791
C -5.444 -8.292 0.229
H -3.176 -5.753 0.613
H -4.128 -6.404 1.847
H -5.007 -5.678 0.464
H -4.230 -8.275 -2.035
H -4.321 -6.504 -1.715
H -2.012 -6.372 -1.513
H -2.305 -7.348 -2.958
H -0.575 -8.564 -1.630
H -2.106 -9.467 -1.555
H -0.109 -10.061 0.205
H -0.569 -9.728 1.799
H -1.714 -10.632 0.857
H 0.153 -7.120 0.510
H -1.432 -6.424 0.397
H -0.995 -7.111 1.867
H -5.840 -8.033 1.214
H -5.420 -9.369 0.082
H -6.191 -7.875 -0.453
H -2.783 -7.883 2.389
*
```

The largest force on an atom comes out at 2.91 eV/Å. The energy relative to the best compared isomer or geometry (same formula, charge and spin) comes out at 0.00 kcal/mol. For the LUMO energy, the calculation gives -6.359 eV. As for the orbital gap: 2.422 eV.